(1)
{"formula": "H16O8", "method": "wB97M-V/def2-TZVPD", "symbols": ["H", "H", "H", "H", "H", "H", "H", "H", "H", "H", "H", "H", "H", "H", "H", "H", "O", "O", "O", "O", "O", "O", "O", "O"], "xyz": [[0.704, 0.628, -1.142], [2.186, 0.234, -1.250], [-3.585, 4.314, 0.710], [-2.684, 3.263, 0.099], [-1.231, -0.667, 0.582], [-0.756, -1.592, -0.630], [5.321, 2.006, 0.550], [6.602, 1.476, -0.116], [-1.014, 0.794, 1.198], [-1.866, 1.822, 0.686], [0.647, -2.887, 1.413], [1.547, -4.236, 1.496], [1.156, -3.086, -1.438], [-0.147, -2.818, -2.412], [-3.632, -0.164, -1.229], [-3.255, -0.585, 0.249], [1.597, 0.772, -0.738], [-2.873, 4.149, 0.130], [-0.591, -0.797, -0.162], [6.164, 2.354, 0.088], [-1.955, 1.068, 1.148], [0.793, -3.770, 1.899], [0.237, -2.650, -1.562], [-3.372, -0.941, -0.649]], "atomic_forces_ev_per_a": [[1.1, -0.1, 0.7], [0.4, -0.4, -0.4], [-1.1, -0.1, 1.0], [0.2, -3.0, 0.0], [0.6, -0.9, -1.8], [-0.4, -1.2, -0.4], [1.9, 1.1, -1.1], [-0.5, 1.6, 0.2], [-0.6, 0.3, 0.3], [0.3, 4.1, -2.5], [0.6, -2.1, 0.9], [-0.5, 0.6, 0.1], [-2.6, 1.0, -0.8], [0.3, -0.6, -0.8], [0.5, -1.4, 1.3], [-0.2, 0.2, -0.6], [-1.3, 0.6, -0.3], [0.7, 3.3, -1.1], [-0.2, 1.9, 2.4], [-1.4, -2.7, 0.8], [0.5, -3.9, 2.9], [-0.1, 1.6, -1.0], [2.6, -1.1, 0.9], [-0.8, 1.2, -0.8]], "lowdin_charge": [0.035, 0.009, 0.029, -0.043, 0.031, -0.028, 0.073, 0.051, 0.073, -0.039, 0.059, 0.030, 0.119, 0.047, 0.073, 0.013, -0.083, 0.019, -0.097, -0.125, 0.003, -0.100, -0.064, -0.087], "charge": 0}

(2)
{"formula": "C6H5F", "method": "wB97M-V/def2-TZVPD", "symbols": ["C", "C", "C", "C", "C", "C", "F", "H", "H", "H", "H", "H"], "xyz": [[-1.044, 1.009, -0.122], [0.279, 0.916, -0.709], [-1.618, 0.140, 0.760], [-1.009, -1.084, 0.986], [1.223, 0.012, -0.507], [2.227, -0.810, -0.492], [-1.804, -1.845, 1.852], [-1.654, 2.004, -0.288], [0.645, 1.490, -1.431], [-2.537, 0.434, 1.186], [3.179, -0.607, -0.094], [2.113, -1.659, -1.141]], "atomic_forces_ev_per_a": [[-0.5, 2.1, 0.6], [-0.9, -2.9, 2.4], [0.1, 1.1, -0.8], [-0.1, -2.5, 0.9], [0.1, -0.5, 0.7], [-1.2, 0.5, -1.0], [0.8, 1.3, -0.9], [1.4, -2.1, 0.0], [0.4, 3.2, -3.1], [-1.2, 0.1, 0.5], [0.8, 0.2, 0.9], [0.1, -0.5, -0.1]], "lowdin_charge": [-0.042, -0.099, -0.168, -0.002, -0.075, 0.038, -0.077, 0.151, 0.061, 0.084, 0.055, 0.075], "charge": 0}

(3)
{"formula": "C3H7NO2", "method": "wB97M-V/def2-TZVPD", "symbols": ["C", "C", "O", "C", "N", "O", "H", "H", "H", "H", "H", "H", "H"], "xyz": [[-0.314, 0.754, -0.741], [-1.157, 0.956, 0.547], [-1.634, -0.270, 1.101], [0.910, -0.082, -0.424], [1.037, -1.149, -1.290], [1.377, -0.047, 0.760], [0.075, 1.592, -1.348], [-0.914, 0.153, -1.537], [-0.528, 1.466, 1.270], [-2.055, 1.435, 0.349], [-0.837, -0.421, 1.746], [2.046, -1.525, -1.165], [0.375, -1.894, -1.465]], "atomic_forces_ev_per_a": [[-0.5, -1.2, -1.5], [1.1, -0.4, -0.8], [3.5, -0.4, 2.0], [-2.9, -1.6, 4.5], [5.2, -0.6, -0.1], [0.2, 0.3, -4.0], [-0.6, 0.4, 0.7], [0.8, 0.9, 1.4], [-0.2, 0.4, 0.1], [-1.3, 1.7, -0.6], [-2.5, -0.6, -1.6], [-2.5, 0.2, -0.2], [-0.4, 0.8, 0.2]], "lowdin_charge": [-0.105, -0.265, -0.091, -0.490, 0.102, 0.006, 0.123, 0.140, 0.114, 0.089, 0.134, 0.139, 0.104], "charge": 0}

(4)
{"formula": "C3H9N2O2", "method": "wB97M-V/def2-TZVPD", "symbols": ["C", "N", "O", "H", "H", "H", "C", "O", "C", "N", "H", "H", "H", "H", "H", "H"], "xyz": [[1.975, 0.856, 0.791], [0.994, 1.113, 1.663], [1.808, 0.231, -0.333], [3.049, 1.061, 1.011], [-0.770, 0.376, 1.790], [1.344, 1.679, 2.444], [-1.006, -0.957, 0.335], [-1.543, -0.174, 1.445], [-1.237, -0.285, -1.033], [-0.254, -0.664, -2.064], [0.110, -0.981, 0.468], [-1.532, -1.923, 0.381], [-2.267, -0.457, -1.339], [-1.137, 0.779, -0.852], [-0.253, -0.106, -2.937], [0.719, -0.549, -1.769]], "atomic_forces_ev_per_a": [[-1.3, -1.6, -1.3], [1.2, 0.3, -0.5], [0.6, 1.3, 2.1], [-0.3, 0.5, 0.3], [-0.6, -0.6, -0.9], [0.1, -0.4, -0.3], [0.7, 0.8, 0.6], [0.7, 0.0, -0.4], [0.8, 0.9, 0.1], [0.3, -0.7, -1.3], [-1.1, -0.6, -0.1], [0.5, 0.0, 0.0], [-0.1, -0.2, -0.4], [-0.2, 0.4, 0.4], [-0.8, -0.3, 1.0], [-0.6, 0.1, 0.8]], "lowdin_charge": [-0.521, -0.020, -0.214, 0.078, 0.031, -0.006, -0.269, -0.178, -0.288, -0.046, 0.089, 0.097, 0.087, 0.092, 0.052, 0.015], "charge": -1}

What did we get for energy above the lowest of the compared OMol25 structures with the same formula, charge and spin? Answer: 91.68, 124.26, 49.61, 37.75 kcal per mole, in the order shown.